#1
Density functional theory data (ωB97M-V/def2-TZVPD) for one molecule with the formula C9H10N2O2.

Each line ends with the Löwdin charge.
Element x y z (Å)
C -3.022 -0.394 -0.161  -0.2666
C -2.010 -1.355 -0.824  -0.1072
C 0.901 -0.002 0.522  -0.2158
C 1.615 0.391 1.705  0.0081
C 2.692 1.177 1.397  -0.0612
C 3.006 1.581 0.039  -0.0585
C 2.232 1.135 -0.966  -0.0245
C 1.140 0.332 -0.725  -0.0976
C 0.047 -0.250 -1.531  -0.3321
H -2.118 0.029 1.490  0.0973
H -4.064 -0.895 -0.380  0.1471
H -2.994 0.587 -0.781  0.1434
H -2.100 -2.386 -0.430  0.1286
H -2.079 -1.448 -1.898  0.1189
H -0.006 -1.605 1.200  0.1708
H 1.448 -0.177 2.666  0.1350
H 3.245 1.528 2.209  0.0803
H 3.799 2.259 -0.118  0.0911
H 2.429 1.550 -1.962  0.1335
N -0.616 -0.998 -0.598  -0.0920
N -0.236 -0.793 0.638  0.0582
O -3.038 -0.272 1.232  -0.0845
O -0.270 0.006 -2.724  0.0277

Properties
SMILES string   O=c1c2ccccc2[nH]n1CCO
Lowest unoccupied orbital energy   0.023 Ha
Gap between HOMO and LUMO   9.2 eV
HOMO level   -8.59 eV
Molecular weight   178.191 g/mol

#2
Density functional theory data (ωB97M-V/def2-TZVPD) for one molecule with the formula C9H10N2O2.

Each line ends with the Löwdin charge.
Element x y z (Å)
C -2.964 -1.377 -0.439  -0.0119
N -2.318 -0.125 -0.163  -0.0848
C -0.981 0.108 -0.087  -0.2712
N -0.723 1.366 0.170  0.1251
C -1.928 1.982 0.259  -0.1409
C -2.929 1.076 0.056  -0.0720
H -3.995 1.179 0.055  0.1091
H -1.994 3.031 0.465  0.0919
C 0.046 -0.976 -0.261  -0.2340
C 1.415 -0.369 -0.264  -0.2482
C 2.242 0.004 -1.280  -0.0144
C 3.391 0.560 -0.665  -0.0576
C 3.173 0.478 0.673  -0.1126
O 1.980 -0.083 0.926  0.0501
H 3.766 0.767 1.518  0.1190
H 4.254 0.960 -1.156  0.0993
H 2.058 -0.101 -2.329  0.1106
O -0.091 -1.970 0.740  -0.0018
H 0.249 -1.599 1.564  0.1038
H -0.122 -1.492 -1.215  0.1627
H -3.965 -1.373 -0.009  0.0940
H -3.044 -1.541 -1.517  0.0972
H -2.385 -2.189 0.001  0.0868

Properties
SMILES string   Cn1ccnc1[C@H](O)c1ccco1
Lowest unoccupied orbital energy   0.031 Ha
Gap between HOMO and LUMO   9.3 eV
HOMO level   -8.43 eV
Molecular weight   178.191 g/mol

Here are the energies relative to the best structure, in eV: #1 0.796; #2 0.000.